Below is a structure of composition C46H40BrN3O5SnTe at a distorted geometry, with properties calculated with wB97M-V/def2-TZVPD.

Structure (XYZ):
```
97
Properties=species:S:1:pos:R:3:forces:R:3:mulliken_charge:R:1
Sn -0.30730 -0.67844 1.24318 -3.0993 -0.5241 -0.7575 0.583
Br -1.23779 -0.35276 4.38131 1.0146 0.0544 -0.2854 -0.128
C 0.68535 -0.24640 4.57773 0.4297 -0.0046 0.6064 0.044
C 1.16258 0.40162 5.68658 0.0639 -0.5253 0.3106 -0.569
C 2.55822 0.37423 5.99077 0.3209 0.0164 -0.5157 -0.766
C 3.45316 -0.32599 5.20404 -0.4860 -0.0273 0.4411 -0.854
C 2.99307 -1.06033 4.07358 -0.9108 0.8273 -0.2290 0.777
C 3.86104 -1.76683 3.21042 0.5872 -0.4942 -0.0986 -0.818
C 3.39881 -2.47783 2.10947 -0.6688 0.3421 1.3131 -1.083
C 2.01333 -2.37154 1.79681 0.2954 -0.4346 0.3119 -0.113
C 1.17264 -1.55679 2.53852 0.0191 -0.2265 -1.5922 -0.216
C 1.60114 -0.95440 3.72061 -0.2035 0.6813 0.4560 0.902
H 0.45140 0.80079 6.41615 0.3715 0.1501 -0.3866 0.449
H 2.92242 0.94548 6.84690 -0.1546 -0.2811 -0.1957 0.388
H 4.51483 -0.37567 5.45526 -0.3242 0.1094 -0.0163 0.390
H 4.92976 -1.77128 3.50729 -0.7329 -0.1244 -0.4141 0.310
H 4.05863 -3.14680 1.57808 -0.0244 0.1020 -0.2292 0.549
H 1.54304 -3.01126 1.04775 0.5122 0.4191 -0.3441 0.463
C 2.04966 2.97913 -3.46093 -0.2957 0.5464 -0.1561 -1.723
C 2.20954 2.57547 -2.00352 0.0773 -0.3966 -0.3469 1.409
C 3.48421 3.05607 -1.33777 -0.0333 1.1952 0.1212 -1.648
O 1.03390 2.95802 -1.26472 0.5910 0.3120 -1.3451 -0.233
C 0.76484 1.93950 -0.35022 1.0822 0.3356 0.6240 -1.548
C 1.25820 0.67662 -1.08907 0.0498 -2.9738 0.2888 0.201
O 2.29866 1.13050 -1.93775 -1.4178 0.0986 0.6184 -0.269
C 0.37273 -0.52662 -1.73207 -0.1192 1.4093 -0.2648 3.137
O -0.65520 -0.79129 -0.81131 0.6615 -0.2171 2.0602 -0.111
C 1.22597 -1.81137 -1.91838 -0.4171 -0.1796 0.2116 -0.342
C 2.49563 -1.95808 -1.37052 0.8307 1.1366 0.1478 -0.025
C 3.25103 -3.11834 -1.52744 -0.5437 -0.7645 -0.3848 -0.734
C 2.73006 -4.20766 -2.22354 -0.9818 0.5701 -0.2047 -0.822
C 1.38470 -4.11982 -2.65647 0.1601 0.0814 0.1829 -0.592
C 0.63546 -2.95660 -2.51648 0.6459 0.2374 0.5090 -0.656
C -0.32568 -0.16900 -3.06647 -1.2348 -0.1987 -0.1911 -0.023
C 0.40871 -0.08859 -4.24294 -0.5029 -0.0168 -0.4009 -0.195
C -0.22482 0.01251 -5.50156 -0.5489 -0.1777 1.0428 -0.924
C -1.63847 0.11132 -5.57691 1.5678 0.3977 0.5959 -0.823
C -2.35677 0.15467 -4.38798 -0.5265 -0.4614 0.0337 -0.515
C -1.75082 -0.07512 -3.16602 1.8327 0.0281 0.6419 -0.592
C -0.51640 2.21536 0.48439 -0.8619 1.0196 -0.9345 3.550
O -0.70056 1.28650 1.50942 0.8264 -2.1045 0.1661 -0.541
C -0.21246 3.56639 1.23056 -0.2748 0.7040 -0.8128 -0.114
C -0.36734 4.85423 0.65813 0.3951 -0.9777 0.3868 -0.285
C 0.14585 5.96305 1.32219 -0.2038 -0.0924 0.1215 -0.804
C 0.65875 5.91216 2.62485 -0.0630 -1.4323 -0.5145 -0.683
C 0.72964 4.64216 3.22776 -0.2160 0.6231 -0.7763 -0.693
C 0.33358 3.51040 2.49688 0.0753 -0.3427 1.2930 -0.703
C -1.80767 2.29590 -0.36518 -0.5478 0.0928 0.3495 -0.375
C -3.03210 1.93199 0.21322 0.0536 0.0740 0.6205 -0.739
C -4.23270 2.10613 -0.45640 -0.4065 -0.5431 -0.1859 -0.794
C -4.27431 2.54008 -1.78103 0.4689 0.0228 0.5152 -0.755
C -3.06952 2.83960 -2.38637 0.2536 0.1646 0.7096 -0.894
C -1.87404 2.77319 -1.66293 0.6013 0.2507 -0.6035 0.376
H 1.88843 4.05730 -3.54911 0.1381 -0.0036 0.1969 0.369
H 1.18531 2.51542 -3.94650 0.0973 -0.1789 0.3865 0.370
H 2.93186 2.73560 -4.05350 0.0855 -0.1086 0.2077 0.394
H 3.51344 4.16696 -1.37199 0.0060 -0.6158 0.1975 0.369
H 4.38972 2.69222 -1.84547 -0.4642 -0.1012 0.1278 0.372
H 3.47512 2.71510 -0.29184 0.1834 0.2043 -0.3093 0.315
H 1.55236 2.04875 0.41531 -0.1040 -0.2379 0.2807 0.500
H 1.73953 0.06499 -0.25428 -0.2610 0.5530 -0.5014 -0.683
H 3.00780 -1.10403 -0.85051 -0.6344 -0.9925 -0.6376 0.399
H 4.21819 -3.19595 -1.06671 0.3987 0.1375 -0.0698 0.523
H 3.31169 -5.08873 -2.48286 -0.0495 0.1096 0.3944 0.440
H 0.86715 -4.97687 -3.07890 0.3437 -0.0074 -0.1302 0.428
H -0.40549 -2.97443 -2.83951 0.2584 0.3281 -0.0074 0.558
H 1.48618 -0.14801 -4.15669 0.0745 -0.0809 -0.2827 0.543
H 0.43007 -0.06072 -6.35521 -0.2408 0.2026 -0.3772 0.459
H -2.16238 0.22933 -6.50709 0.0486 -0.0628 -0.3442 0.442
H -3.44285 0.28843 -4.40428 0.3610 -0.0862 -0.0770 0.459
H -2.30808 -0.17508 -2.24328 -0.1951 0.1728 -0.1382 0.176
H -0.85679 4.98719 -0.30188 0.2236 -0.1227 0.0216 0.452
H 0.14350 6.88380 0.76977 -0.1611 0.4805 0.0778 0.414
H 1.01330 6.81047 3.10284 0.0320 0.0456 0.1571 0.407
H 1.09629 4.52039 4.24207 -0.0230 0.0262 -0.1123 0.458
H 0.36989 2.54293 3.01239 0.1570 0.3790 -0.3331 0.239
H -3.07144 1.55256 1.23578 0.0815 0.0456 -0.3120 0.347
H -5.16272 1.80519 0.02443 0.2620 0.1316 0.0898 0.436
H -5.22187 2.67593 -2.27887 -0.0453 -0.1061 -0.1675 0.444
H -3.02368 3.16251 -3.40126 -0.0318 0.2402 -0.5861 0.539
H -0.95612 3.11454 -2.14055 -0.3188 -0.2092 -0.0233 0.262
C -2.58695 -5.09061 -0.67378 -0.6384 -0.2916 0.0891 -1.147
Te -1.45791 -4.31250 0.93928 2.2670 -1.3979 -0.6754 0.566
C -2.03670 -5.62999 2.54460 -0.3252 1.4071 1.1677 -1.131
H -1.98853 -5.86450 -1.16260 -0.1271 0.1977 0.1324 0.394
H -2.80671 -4.27801 -1.37287 -0.0140 -0.1221 0.2136 0.306
H -3.51824 -5.52391 -0.26104 0.4550 0.2974 -0.3054 0.458
H -2.86550 -6.22720 2.21209 -0.3590 -0.2115 -0.1029 0.399
H -2.34165 -5.02671 3.45971 0.2567 -0.6238 -1.2365 0.304
H -1.18305 -6.24622 2.81117 0.1044 0.0689 -0.2228 0.382
O -2.33701 -1.48435 1.50204 1.2508 1.3201 -0.3685 -0.073
N -2.81463 -2.73126 1.51234 -0.5037 -0.3186 1.2974 0.043
C -4.17363 -2.82173 1.62157 -0.0724 1.5328 -0.1942 0.706
C -4.81518 -4.05071 1.74698 -0.5918 -2.4053 0.0883 -0.375
N -5.23768 -5.14986 1.81097 0.7028 2.0930 -0.1254 -0.649
C -4.81934 -1.56364 1.71230 -1.0328 1.4618 0.3398 0.195
N -5.23232 -0.47885 1.85711 0.4181 -1.6315 -0.3187 -0.634
```
Forces are in eV/Å.

F_max in eV Å⁻¹: 3.23
Total energy in Eh: -5373.43194
E_HOMO (alpha / beta) in eV: -6.26 / -6.38
HOMO-LUMO gap (alpha / beta) in hartree: 0.1910 / 0.1960